The following is a quantum chemistry calculation of 13 unconnected molecules or ions with the total composition H26O13 at a distorted geometry, from the OMol25 dataset.

Each line ends with the natural charge from an NBO analysis.
Positions of all 39 atoms, in Å:
O1 3.406 -1.773 0.363  -0.885
O2 -1.157 0.265 -2.646  -0.873
O3 -1.463 -2.065 -1.232  -0.994
O4 -2.481 -1.474 1.559  -0.954
O5 1.089 0.716 2.653  -0.961
O6 1.281 1.243 -3.463  -0.421
O7 -1.626 1.255 2.336  -0.978
O8 1.731 -1.789 -1.656  -0.797
O9 3.425 2.028 0.404  -0.914
O10 -3.222 1.190 -0.031  -0.939
O11 0.339 -2.010 1.551  -0.977
O12 -0.831 2.649 -0.885  -0.992
O13 0.577 0.142 -0.367  -1.003
H1 0.014 0.915 -0.397  0.507
H2 -1.912 -0.793 1.920  0.490
H3 1.106 -1.205 -1.225  0.491
H4 -1.672 -2.948 -1.536  0.492
H5 -1.244 3.115 -1.611  0.501
H6 3.109 2.691 -0.211  0.455
H7 2.746 1.353 0.398  0.462
H8 0.360 0.986 -3.443  0.509
H9 1.030 -2.514 1.122  0.490
H10 0.933 -0.152 2.281  0.481
H11 -1.568 1.478 3.265  0.487
H12 -0.716 1.199 2.046  0.486
H13 -0.312 -2.664 1.808  0.499
H14 -1.732 -2.057 -0.314  0.516
H15 -2.662 1.734 -0.585  0.448
H16 1.207 -2.268 -2.298  0.489
H17 2.996 -2.620 0.186  0.460
H18 1.123 0.570 3.598  0.490
H19 -1.268 0.916 -1.952  0.479
H20 -1.036 -0.562 -2.180  0.519
H21 -0.433 3.338 -0.353  0.514
H22 0.216 -0.390 0.342  0.510
H23 1.573 1.164 -2.555  0.497
H24 2.781 -1.130 0.027  0.457
H25 -3.177 1.600 0.833  0.490
H26 -2.530 -2.136 2.249  0.469

Computed properties:
- 2S+1: 2
- Net charge: +1
- ΔE to the lowest compared entry with this formula, charge and spin: 1.4412 eV
- Total energy: -27029.3519 eV
- <S²>: 0.7568
- Gap between HOMO and LUMO (alpha / beta): 10.6 / 3.1 eV